[1]
Molecular formula: C4H6MgO5Tl
Method: DFT, ωB97M-V with the def2-TZVPD basis set

Each line ends with the Mulliken spin population.
Atoms and positions in Å:
C1 -1.070 0.298 3.415  0.001
O1 -1.287 -0.831 2.902  0.002
O2 -1.252 1.334 2.811  0.000
Tl1 -1.897 -0.165 0.956  0.000
O3 -2.023 -4.621 4.326  0.794
O4 -2.463 -1.590 5.584  -0.001
C2 -1.450 -1.333 6.315  0.001
C3 -0.714 -2.620 6.653  -0.001
O5 -0.510 -3.358 5.469  0.013
C4 -1.126 -4.700 5.328  0.027
Mg1 -1.977 -2.731 3.968  -0.014
H1 -1.109 0.194 4.797  0.000
H2 -0.826 -0.492 6.671  0.000
H3 -1.305 -3.190 7.390  0.003
H4 0.259 -2.355 7.097  0.000
H5 -0.276 -5.367 5.096  0.091
H6 -1.548 -4.962 6.317  0.084

Results
HOMO level (alpha / beta) = -0.6053 / -0.6052 hartree
largest force on an atom = 0.117 Eh/bohr
energy = -24601.23041 eV
charge = +2
gap between HOMO and LUMO (alpha / beta) = 7.324 / 3.667 eV
2S+1 = 2

[2]
Molecular formula: C4H9NO
Method: DFT, ωB97M-V with the def2-TZVPD basis set

Each line ends with the Löwdin charge.
Atoms and positions in Å:
C1 -0.536 -2.097 -0.168  -0.088
C2 0.526 -1.064 -0.371  -0.207
N1 0.309 0.030 -1.134  -0.070
C3 0.750 1.013 -0.306  -0.128
C4 0.067 1.345 0.986  -0.283
O1 -0.483 2.661 0.961  -0.083
H1 -1.296 -1.783 0.559  0.067
H2 -1.063 -2.278 -1.117  0.076
H3 -0.113 -3.044 0.178  0.069
H4 1.554 -1.269 -0.095  0.100
H5 -0.127 0.085 -2.055  0.145
H6 1.457 1.756 -0.683  0.108
H7 0.752 1.362 1.841  0.110
H8 -0.705 0.587 1.193  0.106
H9 -1.092 2.695 0.211  0.078

Results
HOMO level = -0.2751 hartree
relative energy (zero: lowest compared OMol25 entry of this formula, charge and spin) = 96.0 kcal per mole
largest force on an atom = 0.009 Eh/bohr
energy = -7828.15730 eV
gap between HOMO and LUMO = 8.365 eV
2S+1 = 1